(1)
{"formula": "C14H17N3O2", "method": "ωB97M-V with the def2-TZVPD basis set", "e_above_lowest_kcal_mol": 30.94, "e_tot_ev": -23359.327, "homo_energy_ev": -8.8, "gap_ev": 9.523, "smiles": "CCNC(=O)CCc1nc(-c2ccc(C)cc2)no1", "lumo_energy_ev": 0.7, "species": ["C", "C", "N", "C", "O", "C", "C", "C", "N", "C", "C", "C", "C", "C", "C", "C", "C", "N", "O", "H", "H", "H", "H", "H", "H", "H", "H", "H", "H", "H", "H", "H", "H", "H", "H", "H"], "coordinates": [[5.5763, 4.1645, 1.0361], [4.2002, 4.1706, 1.6921], [3.3227, 3.1861, 1.0985], [2.8855, 2.0949, 1.7643], [3.1305, 1.8834, 2.9308], [2.0074, 1.1775, 0.9206], [0.5581, 1.6927, 0.9383], [-0.2752, 0.8594, 0.0419], [-0.9701, -0.1895, 0.3408], [-1.4841, -0.5854, -0.8678], [-2.3354, -1.7445, -1.0231], [-2.8261, -2.1000, -2.2788], [-3.6285, -3.2135, -2.4122], [-3.9597, -3.9948, -1.3077], [-4.8443, -5.1922, -1.4684], [-3.4676, -3.6302, -0.0598], [-2.6631, -2.5176, 0.0877], [-1.1099, 0.1976, -1.8480], [-0.3206, 1.1444, -1.2690], [6.2163, 4.9028, 1.5106], [5.4988, 4.4032, -0.0230], [6.0376, 3.1856, 1.1405], [3.7432, 5.1619, 1.6006], [4.2802, 3.9122, 2.7499], [3.1292, 3.2799, 0.1138], [2.3755, 1.1350, -0.1064], [2.0366, 0.1772, 1.3533], [0.5234, 2.7272, 0.5914], [0.1618, 1.6314, 1.9513], [-2.5653, -1.4936, -3.1321], [-4.0064, -3.4884, -3.3866], [-4.7716, -5.8501, -0.6061], [-5.8829, -4.8761, -1.5700], [-4.5780, -5.7506, -2.3636], [-3.7170, -4.2274, 0.8057], [-2.2775, -2.2335, 1.0544]], "atomic_forces_ev_per_a": [[-0.23, 0.00, 0.15], [0.19, 0.12, 0.10], [0.12, 0.38, -0.31], [-0.23, -0.32, -0.50], [0.02, -0.16, 0.44], [0.04, 0.09, 0.28], [0.16, -0.02, -0.20], [-0.45, -0.34, -0.04], [0.20, 0.19, 0.40], [0.70, 0.97, -0.16], [-0.39, -0.51, -0.12], [0.06, 0.05, 0.18], [0.00, -0.02, 0.05], [0.07, 0.04, 0.05], [-0.05, 0.03, -0.01], [-0.07, -0.07, -0.11], [0.11, 0.22, -0.16], [-0.68, -0.82, -0.57], [0.42, 0.42, 0.67], [0.12, 0.10, 0.00], [0.05, 0.03, -0.11], [0.06, -0.08, -0.01], [0.04, -0.08, 0.11], [-0.06, 0.12, -0.12], [-0.04, -0.15, 0.08], [-0.01, -0.03, 0.00], [0.07, 0.07, -0.04], [-0.03, -0.01, 0.08], [-0.04, 0.04, -0.07], [0.00, 0.03, -0.12], [-0.03, -0.03, -0.10], [-0.03, -0.08, 0.02], [-0.08, -0.06, -0.01], [-0.02, -0.08, -0.03], [-0.02, -0.07, 0.07], [0.03, 0.01, 0.09]], "mulliken_charge": [-1.104, -0.486, -0.147, 0.534, -0.643, -0.738, -0.683, 0.812, -0.515, 0.436, 0.157, -0.705, -0.572, 1.030, -1.390, -0.631, -0.560, -0.473, -0.136, 0.344, 0.327, 0.305, 0.316, 0.327, 0.249, 0.341, 0.339, 0.308, 0.298, 0.463, 0.389, 0.351, 0.277, 0.359, 0.337, 0.484]}

(2)
{"formula": "C5H10NO", "method": "ωB97M-V with the def2-TZVPD basis set", "e_above_lowest_kcal_mol": 86.19, "e_tot_ev": -8874.843, "homo_energy_ev": -15.2, "gap_ev": 11.173, "smiles": "C#[N+][C@@H](C)OCC", "total_charge": 1, "lumo_energy_ev": -4.0, "species": ["C", "N", "C", "C", "O", "C", "C", "H", "H", "H", "H", "H", "H", "H", "H", "H", "H"], "coordinates": [[-2.2700, -1.7939, -0.0706], [-1.7378, -0.7969, -0.0713], [-0.8058, 0.4665, -0.2475], [-1.4778, 1.6015, 0.5358], [0.3050, 0.0929, 0.2695], [1.3397, -0.5885, -0.5172], [2.6334, -0.4694, 0.2643], [-2.8882, -2.7011, -0.0112], [-0.8537, 0.8108, -1.2463], [-1.8048, 1.5987, 1.6164], [-2.4858, 1.7411, 0.0771], [-0.9414, 2.5602, 0.5667], [0.8732, -1.5314, -0.9598], [1.5174, 0.0672, -1.3898], [2.6391, 0.6492, 0.3603], [2.4937, -0.8666, 1.2495], [3.4639, -0.8404, -0.4260]], "atomic_forces_ev_per_a": [[-1.10, -1.05, 0.35], [-0.27, 0.43, -1.15], [-1.66, 1.78, 2.57], [-2.39, 0.91, 1.10], [3.12, -0.71, 1.07], [-1.09, 0.47, -1.94], [-0.57, 0.80, -1.57], [0.62, 0.57, -0.07], [0.02, -0.67, -1.66], [0.95, -1.43, -0.78], [0.81, 0.33, -0.16], [0.24, -0.48, -0.99], [1.05, 0.64, 1.13], [-0.35, -0.36, 0.00], [0.83, -0.99, 0.12], [0.67, -0.66, 0.41], [-0.89, 0.40, 1.56]], "mulliken_charge": [0.134, -0.054, 0.333, -1.327, -0.289, -0.342, -0.974, 0.455, 0.406, 0.353, 0.380, 0.367, 0.317, 0.301, 0.277, 0.346, 0.317]}

(3)
{"formula": "C23H32N3O3S", "method": "ωB97M-V with the def2-TZVPD basis set", "e_above_lowest_kcal_mol": 26.64, "e_tot_ev": -45811.223, "homo_energy_ev": -10.8, "gap_ev": 7.536, "smiles": "COc1ccc(S(=O)(=O)[N@H+]2CC[C@@H](N3CCN(Cc4ccccc4)CC3)CC2)cc1", "total_charge": 1, "lumo_energy_ev": -3.3, "species": ["C", "O", "C", "C", "C", "C", "S", "O", "O", "N", "C", "C", "C", "N", "C", "C", "N", "C", "C", "C", "C", "C", "C", "C", "C", "C", "C", "C", "C", "C", "H", "H", "H", "H", "H", "H", "H", "H", "H", "H", "H", "H", "H", "H", "H", "H", "H", "H", "H", "H", "H", "H", "H", "H", "H", "H", "H", "H", "H", "H", "H", "H"], "coordinates": [[-2.8149, -5.2312, -0.8324], [-2.7883, -4.4223, 0.3309], [-3.2967, -3.1962, 0.3070], [-3.8561, -2.5771, -0.8218], [-4.3529, -1.2930, -0.7304], [-4.2910, -0.6232, 0.4803], [-4.9363, 1.0072, 0.5864], [-5.2256, 1.4250, 1.9099], [-5.7582, 1.3666, -0.5121], [-3.3783, 2.0614, 0.2178], [-2.8627, 1.7987, -1.1300], [-1.6909, 2.7204, -1.4580], [-0.5758, 2.7610, -0.3921], [0.4419, 1.7546, -0.6167], [1.7582, 2.1370, -0.1254], [2.8165, 1.2122, -0.7141], [2.5389, -0.1534, -0.3163], [3.5960, -1.0667, -0.7241], [4.8768, -0.7615, 0.0053], [4.8637, -0.6237, 1.3882], [6.0300, -0.3456, 2.0763], [7.2254, -0.2080, 1.3895], [7.2465, -0.3460, 0.0129], [6.0764, -0.6175, -0.6761], [1.2423, -0.5332, -0.8261], [0.1745, 0.3841, -0.2269], [-1.1905, 2.8468, 1.0273], [-2.3527, 1.8847, 1.2524], [-3.7598, -1.2184, 1.6186], [-3.2607, -2.4945, 1.5286], [-2.3624, -6.1759, -0.5379], [-3.8391, -5.4093, -1.1679], [-2.2299, -4.7849, -1.6402], [-3.9151, -3.0977, -1.7633], [-4.8073, -0.8101, -1.5806], [-3.7344, 3.0215, 0.2604], [-2.5643, 0.7499, -1.1701], [-3.6783, 1.9531, -1.8405], [-1.2487, 2.4074, -2.4027], [-2.0750, 3.7337, -1.5891], [-0.0500, 3.7083, -0.5554], [1.9705, 3.1617, -0.4339], [1.8149, 2.0778, 0.9733], [3.7989, 1.4954, -0.3335], [2.8178, 1.3187, -1.8132], [3.7644, -1.0320, -1.8145], [3.2711, -2.0803, -0.4655], [3.9273, -0.7313, 1.9149], [6.0098, -0.2396, 3.1510], [8.1372, 0.0056, 1.9264], [8.1750, -0.2397, -0.5277], [6.0980, -0.7217, -1.7518], [1.0323, -1.5653, -0.5331], [1.1950, -0.4631, -1.9286], [-0.7951, 0.0642, -0.6104], [0.1976, 0.2554, 0.8693], [-0.4155, 2.6450, 1.7663], [-1.5399, 3.8680, 1.1918], [-2.8198, 2.0667, 2.2235], [-2.0164, 0.8478, 1.2121], [-3.7694, -0.6827, 2.5538], [-2.8452, -2.9949, 2.3880]], "atomic_forces_ev_per_a": [[0.00, -0.27, -0.36], [0.01, 0.22, 0.36], [-0.13, 0.42, 0.06], [0.08, -0.19, -0.03], [-0.02, -0.07, -0.12], [-0.49, 0.97, 0.02], [0.64, 0.05, -0.18], [0.13, -0.23, 0.31], [-0.01, -0.24, -0.31], [-0.92, -0.42, 0.21], [0.30, -0.03, -0.96], [0.12, -0.04, 0.33], [-0.15, 0.24, -0.09], [0.09, -0.01, -0.08], [0.25, -0.03, -0.16], [-0.03, 0.25, 0.24], [-0.08, -0.02, -0.10], [-0.03, -0.06, 0.05], [0.09, -0.04, -0.07], [0.00, -0.03, -0.03], [-0.03, -0.01, 0.08], [0.10, 0.02, -0.02], [0.12, 0.02, 0.02], [-0.12, -0.04, 0.00], [-0.23, -0.04, 0.19], [0.09, -0.24, -0.24], [0.11, -0.13, -0.37], [0.64, 0.06, 0.75], [0.11, -0.22, 0.18], [0.02, -0.06, -0.09], [-0.05, 0.09, -0.06], [0.03, 0.03, 0.04], [-0.02, 0.02, 0.05], [0.00, -0.06, -0.08], [-0.04, -0.02, -0.17], [-0.13, -0.05, 0.03], [-0.10, 0.09, 0.08], [0.05, -0.05, 0.12], [-0.06, 0.03, -0.04], [-0.07, 0.06, -0.05], [-0.12, -0.10, 0.04], [-0.02, 0.01, 0.03], [0.04, 0.05, 0.01], [-0.03, 0.04, -0.05], [0.03, 0.01, 0.04], [0.00, -0.04, 0.06], [-0.02, 0.04, -0.10], [-0.10, 0.00, 0.08], [0.00, 0.00, 0.09], [0.08, 0.02, 0.04], [0.08, 0.01, -0.04], [-0.01, 0.00, -0.11], [0.01, 0.01, -0.03], [-0.03, -0.03, 0.06], [-0.03, -0.02, 0.06], [-0.08, -0.04, 0.00], [-0.05, 0.02, 0.11], [-0.01, 0.06, 0.09], [0.01, -0.06, -0.13], [-0.10, 0.05, -0.05], [0.05, 0.00, 0.18], [0.04, -0.04, 0.12]], "mulliken_charge": [-0.853, -0.406, 0.742, -0.376, -0.735, 0.119, 1.312, -0.638, -0.627, -0.234, -0.319, -1.463, -0.244, 0.300, -0.812, -0.824, 0.370, -1.088, 0.464, -0.147, -0.603, -0.388, -0.602, -0.382, -1.493, 0.342, -1.130, -0.289, -0.387, -0.787, 0.246, 0.366, 0.353, 0.468, 0.513, 0.478, 0.206, 0.434, 0.408, 0.485, 0.639, 0.423, 0.266, 0.487, 0.279, 0.362, 0.391, 0.380, 0.389, 0.388, 0.385, 0.351, 0.459, 0.304, -0.070, 0.200, 0.429, 0.411, 0.457, 0.245, 0.544, 0.501]}

(4)
{"formula": "C3H7N3O2", "method": "ωB97M-V with the def2-TZVPD basis set", "e_above_lowest_kcal_mol": 167.65, "e_tot_ev": -11784.043, "homo_energy_ev": -9.1, "gap_ev": 9.128, "smiles": "C=C[C@H](NN)[N+](=O)[O-]", "lumo_energy_ev": 0.1, "species": ["C", "C", "C", "N", "N", "N", "O", "O", "H", "H", "H", "H", "H", "H", "H"], "coordinates": [[1.8506, -1.1626, 0.4312], [1.3368, -0.5089, -0.5885], [-0.0045, -0.0928, -0.6383], [-0.1272, 1.3437, 0.2427], [-1.3613, 1.8736, 0.2735], [-1.0423, -0.8957, -0.0634], [-2.1657, -0.4298, -0.3445], [-0.7927, -1.7539, 0.7249], [2.9115, -1.5016, 0.4320], [1.2459, -1.3372, 1.3218], [2.0174, -0.2988, -1.3668], [-0.3311, 0.0415, -1.6887], [0.0782, 0.8976, 1.1665], [-2.1998, 1.2261, 0.5089], [-1.4157, 2.5988, -0.4112]], "atomic_forces_ev_per_a": [[1.19, -0.48, 1.29], [2.02, -1.39, 1.03], [-1.60, 3.07, -1.71], [0.71, -3.23, -0.11], [-1.56, -0.19, 1.47], [-1.23, 1.56, -0.63], [0.28, -1.67, 0.20], [-0.58, -1.27, 1.09], [-0.97, 0.40, 0.04], [0.50, -0.31, -0.28], [0.15, 0.41, -1.18], [0.06, 0.61, 0.79], [0.01, 0.79, -0.69], [1.81, 1.69, -0.97], [-0.80, -0.01, -0.34]], "mulliken_charge": [-0.688, -0.229, -0.132, -0.356, -0.381, 0.940, -0.612, -0.615, 0.267, 0.241, 0.337, 0.357, 0.352, 0.294, 0.226]}